8
Properties=species:S:1:pos:R:3 method="wB97M-V/def2-TZVPD" homo_lumo_gap_ev=10.266 e_lumo_ev=0.1 largest_force_ev_per_a=3.2 smiles="NN=O.C#N" total_charge=0 spin_multiplicity=1
N 1.2249 -0.2234 -0.4943
N 0.6182 -0.2196 0.6460
O 0.1009 -1.3001 0.9906
H 1.3538 0.6763 -0.9332
H 1.5685 -1.0801 -0.9314
C -1.7165 0.7457 0.2651
N -1.5786 1.6789 -0.3861
H -1.5711 -0.2777 0.8433